2 unconnected molecules or ions with the total composition C4H13N3O in a non-equilibrium geometry. Source: the OMol25 dataset; level of theory: the ωB97M-V functional and the def2-TZVPD basis.

Atoms and positions in Å:
C1 1.805 -0.098 0.013
C2 -0.705 -1.648 -0.169
C3 -0.783 0.615 1.040
C4 -1.581 -0.293 0.117
N1 2.623 -0.939 0.461
N2 1.680 0.647 -1.037
N3 -0.797 2.018 0.564
O1 -1.745 0.274 -1.126
H1 -1.408 -2.172 -0.829
H2 -0.637 -2.063 0.770
H3 0.266 -1.312 -0.450
H4 -0.569 0.368 2.029
H5 -2.487 -0.668 0.648
H6 2.364 -1.504 1.231
H7 3.506 -1.258 0.089
H8 0.793 0.820 -1.581
H9 2.511 0.728 -1.703
H10 0.016 2.501 0.842
H11 -1.602 2.303 1.189
H12 -0.821 1.948 -0.467
H13 -2.431 -0.267 -1.631

Values from the calculation:
<S²> ... 2.01
Total charge ... +2
E_HOMO (spin up / spin down) ... -16.7436 / -18.2816 eV
Gap between HOMO and LUMO (spin up / spin down) ... 9.213 / 7.661 eV
Multiplicity ... 3

***

C4H13N3S in the gas phase in a non-equilibrium geometry. Source: the OMol25 dataset; level of theory: the ωB97M-V functional and the def2-TZVPD basis.

Atoms and positions in Å:
C1 1.085 -0.934 0.225
N1 2.066 -0.536 1.206
C2 0.266 0.308 -0.381
C3 0.749 0.556 -1.772
S1 2.210 1.720 -2.025
N2 -1.161 0.129 -0.406
C4 -1.684 -0.230 0.910
N3 -3.075 0.267 1.071
H1 1.621 -1.450 -0.657
H2 0.422 -1.690 0.525
H3 1.716 -0.322 2.152
H4 2.924 -1.016 1.277
H5 0.517 1.131 0.408
H6 1.142 -0.376 -2.212
H7 -0.098 0.844 -2.311
H8 2.478 2.141 -0.787
H9 -1.505 -0.352 -1.218
H10 -1.830 -1.292 1.009
H11 -0.937 0.190 1.631
H12 -3.172 1.203 0.799
H13 -3.735 -0.290 0.556

Values from the calculation:
E_HOMO ... -8.5906 eV
Gap between HOMO and LUMO ... 9.601 eV
SMILES string ... NCN[C@@H](CN)CS

***

2 unconnected molecules or ions with the total composition C4H13N4 in a non-equilibrium geometry. Source: the OMol25 dataset; level of theory: the ωB97M-V functional and the def2-TZVPD basis.

Atoms and positions in Å:
C1 2.021 0.063 -0.314
C2 -2.550 0.730 -0.563
C3 -1.011 -1.321 0.020
C4 -1.069 0.077 -0.537
N1 2.682 -0.302 -1.322
N2 2.309 -0.313 0.863
N3 -0.256 0.947 0.183
N4 -0.401 1.198 1.446
H1 -3.219 0.101 -1.041
H2 -2.851 0.867 0.504
H3 -2.401 1.725 -1.004
H4 -1.519 -2.116 -0.602
H5 -1.536 -1.354 0.986
H6 0.080 -1.559 -0.015
H7 -0.680 0.121 -1.610
H8 3.590 -0.779 -1.266
H9 3.240 -0.711 1.095
H10 1.945 0.303 1.697
H11 -0.955 0.548 2.058
H12 2.348 -0.123 -2.315
H13 0.232 1.898 1.737

Values from the calculation:
Total charge ... +1
E_HOMO (spin up / spin down) ... -12.2303 / -12.2138 eV
Gap between HOMO and LUMO (spin up / spin down) ... 7.487 / 7.456 eV

***

2 unconnected molecules or ions with the total composition C4H13N4O in a non-equilibrium geometry. Source: the OMol25 dataset; level of theory: the ωB97M-V functional and the def2-TZVPD basis.

Atoms and positions in Å:
C1 1.177 1.705 1.058
C2 -1.270 1.017 1.075
N1 -1.466 1.588 -0.138
N2 -0.043 1.038 1.694
N3 -2.362 0.532 1.762
H1 -0.707 1.915 -0.511
H2 -2.454 1.676 -0.474
H3 -0.174 1.038 2.730
H4 -2.175 0.218 2.777
H5 -2.946 -0.028 1.257
H6 1.305 1.661 -0.104
H7 1.990 0.969 1.271
H8 1.278 2.688 1.304
C3 0.504 -2.450 -0.704
C4 0.770 -1.184 -1.443
O1 0.196 -0.110 -1.118
N4 1.485 -1.273 -2.603
H9 -0.307 -2.984 -1.064
H10 0.370 -2.171 0.293
H11 1.788 -0.527 -3.287
H12 1.669 -2.213 -3.009
H13 1.373 -3.104 -0.766

Values from the calculation:
Total charge ... +1
E_HOMO ... -13.2593 eV
Gap between HOMO and LUMO ... 10.530 eV

***

C4H13N5O2 in the gas phase in a non-equilibrium geometry. Source: the OMol25 dataset; level of theory: the ωB97M-V functional and the def2-TZVPD basis.

Atoms and positions in Å:
C1 -1.544 0.173 -1.125
C2 -0.147 0.693 -0.959
C3 0.362 -0.869 0.946
C4 1.256 -1.850 0.147
H1 -2.114 1.277 -2.821
H2 -1.464 -0.195 -3.108
H3 -1.571 -0.904 -0.766
H4 -2.261 0.750 -0.496
H5 -0.106 1.734 -1.157
H6 0.488 0.092 -1.634
H7 0.854 -0.730 1.934
H8 -0.601 -1.264 1.233
H9 1.375 -2.778 0.812
H10 0.691 -2.254 -0.729
H11 2.983 -1.995 -0.819
H12 2.995 -0.883 0.395
H13 0.238 2.586 2.638
N1 -2.088 0.285 -2.456
N2 0.388 0.495 0.377
N3 2.449 -1.230 -0.348
N4 -0.161 1.387 1.295
N5 -1.348 1.292 1.840
O1 0.795 2.141 1.976
O2 -1.467 2.049 2.822

Values from the calculation:
E_HOMO ... -9.1408 eV
Gap between HOMO and LUMO ... 9.860 eV
SMILES string ... NCCN(CCN)N(O)N=O

***

2 unconnected molecules or ions with the total composition C4H13NO in a non-equilibrium geometry. Source: the OMol25 dataset; level of theory: the ωB97M-V functional and the def2-TZVPD basis.

Atoms and positions in Å:
C1 0.302 2.546 -1.105
C2 1.178 1.505 -0.460
N1 -2.710 -3.043 -1.165
H1 -0.768 2.453 -0.941
H2 0.604 3.571 -0.894
H3 0.420 2.437 -2.190
H4 2.242 1.745 -0.480
H5 0.983 0.537 -0.934
H6 -3.025 -2.811 -2.081
H7 -1.779 -2.745 -0.954
H8 -2.745 -4.014 -0.978
C3 1.222 0.156 1.549
O1 0.828 1.365 0.920
C4 0.128 -0.866 1.515
H9 1.510 0.489 2.549
H10 2.177 -0.175 1.113
H11 0.373 -1.747 2.101
H12 -0.191 -1.028 0.484
H13 -0.749 -0.376 1.951

Values from the calculation:
E_HOMO ... -9.6047 eV
Gap between HOMO and LUMO ... 10.554 eV
SMILES string ... CCOCC.N

***

What are the energy values for these records? In order: -10854.33425, -19663.02022, -10309.01348, -12360.57500, -15899.21137, -7895.71969 eV.